[1]
Entry from the OMol25 dataset: the ion C6H12NO2 with charge +1 at a distorted geometry (ωB97M-V/def2-TZVPD).

```
! wB97M-V def2-TZVPD RIJCOSX def2/J DEFGRID3
* xyz 1 1
O -4.339 0.500 0.137
O -2.359 -0.829 0.444
N 0.752 -0.009 -0.118
C -3.236 0.104 0.322
C 1.795 0.232 -1.133
C -0.472 0.775 -0.460
C 0.337 -1.406 -0.305
C 1.101 0.176 1.254
C -1.668 0.582 0.476
H -0.181 -1.615 0.612
H -0.296 1.893 -0.396
H 2.798 -0.038 -0.740
H -1.373 0.908 1.540
H -0.198 -1.605 -1.289
H 1.228 1.278 1.531
H -0.801 0.324 -1.511
H 2.069 -0.362 1.304
H 1.996 1.360 -1.047
H 1.225 -2.076 -0.358
H 0.235 -0.172 1.868
H 1.387 -0.021 -2.130
*
```

The SMILES is C[N+](C)(C)C[C@@H]1OC1=O. The energy above the lowest of the compared OMol25 structures with the same formula, charge and spin comes out at 3.0671 eV.

[2]
Entry from the OMol25 dataset: a structure of composition C6H12NP at a distorted geometry (ωB97M-V/def2-TZVPD).

```
! wB97M-V def2-TZVPD RIJCOSX def2/J DEFGRID3
* xyz 0 1
P -4.592 -0.085 0.164
N 0.335 -0.815 0.461
C -0.959 1.049 -0.587
C -0.104 -1.948 0.772
C -0.432 0.423 0.755
C -2.012 0.199 -1.295
C 0.560 1.357 1.425
C -3.216 0.145 -0.519
H 0.346 1.697 2.432
H 3.136 4.664 -3.117
H 2.720 4.937 -2.507
H -1.582 -0.774 -1.545
H -0.931 -2.021 1.465
H -1.292 2.001 -0.332
H 0.659 2.193 0.720
H 1.525 0.869 1.578
H 0.022 1.194 -1.132
H -1.332 0.289 1.500
H -2.062 0.630 -2.283
H 0.624 -2.730 0.644
*
```

The energy above the lowest of the compared OMol25 structures with the same formula, charge and spin comes out at 2.0200 eV.

[3]
Entry from the OMol25 dataset: an isolated molecule of C6H12NP at a distorted geometry (ωB97M-V/def2-TZVPD).

```
! wB97M-V def2-TZVPD RIJCOSX def2/J DEFGRID3
* xyz 0 1
P -0.363 -0.081 1.706
N -3.772 0.361 3.458
C 2.114 0.590 -1.623
C 0.607 0.881 0.382
C -2.646 -0.019 3.163
C 1.521 -0.124 -0.450
C 0.729 -1.352 -0.975
C -1.849 0.672 1.603
H -2.380 1.381 1.116
H 2.877 -0.020 -2.138
H 0.966 -2.345 -0.495
H -0.077 1.395 -0.282
H 1.341 0.721 -2.466
H 0.939 -1.369 -2.027
H 1.274 1.711 0.787
H -1.930 -0.732 3.569
H -4.337 -0.052 4.282
H 2.359 1.536 -1.254
H -0.342 -1.192 -0.977
H 2.299 -0.472 0.270
*
```

The SMILES is [H]/N=C/C=P/CC(C)C. The energy above the lowest of the compared OMol25 structures with the same formula, charge and spin comes out at 1.9613 eV.